No. 1
This record from OMol25 describes 2 unconnected molecules or ions with the total composition C6H15NO. The level of theory is ωB97M-V/def2-TZVPD.

Element x y z (Å)
C: 0.8283 -1.2177 -1.7933
C: 1.6948 -1.1739 -0.4624
N: 1.7976 -2.2777 0.5107
O: 2.3006 -0.2139 -0.1252
H: 1.2569 -1.7877 -2.6355
H: 0.6477 -0.1713 -2.1244
H: -0.1699 -1.5670 -1.3933
H: 1.9214 -1.9996 1.4864
H: 1.4945 -3.1761 0.5345
C: -2.0309 1.3948 1.8666
C: -1.2783 0.9401 0.5723
C: -2.1287 0.2516 -0.5058
C: -0.5658 2.0978 -0.1271
H: -3.0057 1.5459 1.7268
H: -1.5978 2.3851 2.0992
H: -1.7931 0.7122 2.7023
H: -0.3859 0.2930 0.8310
H: -3.1625 0.5594 -0.4366
H: -1.7098 0.4334 -1.5134
H: -2.1835 -0.8167 -0.3187
H: 0.4304 1.7348 -0.5266
H: -1.3060 2.6241 -0.8259
H: -0.5414 3.1296 0.5201

Forces on atoms 1 to 2 (eV/Å):
-0.6 0.0 2.0
-0.3 -2.7 0.6

As for the HOMO energy: -10.0 eV. The calculation puts the gap between HOMO and LUMO at 10.901 eV.

No. 2
This record from OMol25 describes a molecular structure, C29H59F6Ge2NO7RuS2Si3Te. The level of theory is ωB97M-V/def2-TZVPD.

Element x y z (Å)
Ru: 0.8201 -0.3346 -0.0796
C: 0.0456 2.9261 1.7557
C: -0.6022 2.6413 0.4124
C: -1.9288 3.3901 0.3542
C: 0.3165 3.0567 -0.7265
O: -0.8170 1.2049 0.3142
Ge: -2.4802 0.3210 -0.0177
O: -1.6095 -1.2424 0.5102
C: -1.9580 -1.9387 1.7317
C: -2.8451 -3.1390 1.4268
C: -2.6850 -1.0171 2.7113
C: -0.6490 -2.4322 2.3289
O: -2.0277 -0.0289 -1.9973
C: -2.8709 0.5895 -3.0620
C: -3.2176 2.0031 -2.6189
C: -4.1401 -0.2376 -3.2169
C: -2.1142 0.6698 -4.3804
H: 0.3668 3.9662 1.8065
H: 0.9179 2.2873 1.9005
H: -0.6616 2.7459 2.5636
H: -1.7466 4.4553 0.4936
H: -2.5973 3.0548 1.1487
H: -2.4317 3.2572 -0.6001
H: 0.4453 4.1392 -0.7456
H: -0.0896 2.7381 -1.6882
H: 1.3035 2.6008 -0.6114
H: -3.7854 -2.8239 0.9708
H: -3.0844 -3.6624 2.3533
H: -2.3415 -3.8378 0.7601
H: -3.6992 -0.8010 2.3715
H: -2.1539 -0.0708 2.8278
H: -2.7549 -1.4901 3.6915
H: -0.1358 -3.0775 1.6127
H: -0.8298 -3.0054 3.2394
H: -0.0042 -1.5851 2.5657
H: -3.8154 2.0070 -1.7072
H: -3.8007 2.4883 -3.4006
H: -2.3089 2.5849 -2.4625
H: -4.6296 -0.3723 -2.2506
H: -3.9311 -1.2162 -3.6414
H: -4.8301 0.2854 -3.8791
H: -1.9060 -0.3152 -4.7986
H: -2.7356 1.2089 -5.0956
H: -1.1713 1.2085 -4.2697
F: 4.8739 1.7233 -2.9106
C: 4.7136 0.4070 -3.0035
F: 5.1165 -0.0035 -4.1881
F: 5.4393 -0.1910 -2.0622
S: 2.9016 0.0165 -2.7954
O: 2.4044 0.9243 -1.7718
O: 2.3772 0.1306 -4.1185
N: 2.8319 -1.4440 -2.1549
S: 2.6519 -2.6746 -3.1734
O: 3.7336 -2.8749 -4.0735
O: 1.2858 -2.7351 -3.6845
C: 2.6536 -4.0809 -1.9854
F: 3.8489 -4.2462 -1.4391
F: 1.7466 -3.8597 -1.0250
F: 2.3161 -5.1724 -2.6478
Te: -0.3754 -1.2128 -2.5240
C: -1.6652 -2.7560 -3.1346
C: -2.6678 -3.2138 -2.2979
C: -3.5442 -4.1881 -2.7513
C: -3.4131 -4.6946 -4.0368
C: -2.4149 -4.2173 -4.8755
C: -1.5328 -3.2436 -4.4293
H: -2.7807 -2.7826 -1.3183
H: -4.3299 -4.5491 -2.1002
H: -4.0922 -5.4598 -4.3876
H: -2.3223 -4.5991 -5.8829
H: -0.7548 -2.8727 -5.0831
C: 5.4297 1.1250 3.0846
Si: 4.0218 1.6240 1.9566
C: 4.7568 1.9804 0.2811
C: 3.2436 3.2177 2.5627
Ge: 2.4501 -0.3072 1.7441
Si: 3.9110 -2.2468 2.2816
C: 2.8408 -3.7791 2.3382
C: 4.9156 -2.1644 3.8656
C: 5.0592 -2.2387 0.8075
Si: 1.6667 -0.3583 4.2599
C: 1.5524 -2.0825 4.9541
C: 2.7855 0.6699 5.3337
C: -0.0413 0.3907 4.1374
H: 6.1227 1.9692 3.1321
H: 5.9782 0.2753 2.6813
H: 5.1268 0.8867 4.1012
H: 5.1981 2.9803 0.3032
H: 4.0112 1.9647 -0.5066
H: 5.5439 1.2715 0.0274
H: 4.0530 3.8932 2.8505
H: 2.5746 3.1145 3.4155
H: 2.6863 3.6946 1.7572
H: 2.3557 -3.8942 3.3062
H: 3.4564 -4.6646 2.1664
H: 2.0672 -3.7557 1.5791
H: 4.4629 -1.5752 4.6589
H: 5.9088 -1.7578 3.6827
H: 5.0356 -3.1832 4.2415
H: 4.5089 -2.1707 -0.1286
H: 5.6356 -3.1674 0.7981
H: 5.7606 -1.4045 0.8473
H: 2.5055 -2.6037 4.9908
H: 0.8366 -2.6977 4.4125
H: 1.1936 -1.9741 5.9826
H: 3.7695 0.2234 5.4595
H: 2.3157 0.7148 6.3210
H: 2.9095 1.6891 4.9742
H: -0.3834 0.4907 3.1098
H: -0.0482 1.3816 4.5931
H: -0.7446 -0.2512 4.6717

Forces on atoms 1 to 2 (eV/Å):
-0.9 0.3 -0.3
0.0 -0.1 0.0

The spin multiplicity is 6. As for the HOMO energy (alpha / beta): -10.7 / -11.0 eV. As for the expectation value of S²: 8.76. Its net charge is +1. The calculation puts the gap between HOMO and LUMO (alpha / beta) at 8.099 / 5.522 eV.

No. 3
This record from OMol25 describes C17H17FN4O3 in the gas phase. The level of theory is ωB97M-V/def2-TZVPD.

Element x y z (Å)
N: 4.6370 2.7318 -0.9915
C: 4.1152 2.0366 0.0543
O: 4.5029 2.2012 1.1903
C: 3.0287 1.0791 -0.2947
C: 2.1885 1.2348 -1.4029
C: 1.1675 0.3515 -1.6486
C: 0.9248 -0.7615 -0.8170
N: -0.1583 -1.5589 -0.9937
C: -0.8621 -2.1705 0.1136
C: -2.3786 -1.9903 -0.1018
N: -2.6674 -0.7512 -0.7778
C: -3.0338 0.4162 -0.1432
C: -3.6365 1.4450 -0.8822
C: -4.0394 2.6280 -0.2968
C: -3.8726 2.8364 1.0614
C: -3.2895 1.8401 1.8226
C: -2.8764 0.6672 1.2258
F: -2.2787 -0.2498 2.0355
C: -2.1637 -0.7175 -2.1341
C: -0.9047 -1.6052 -2.2256
C: 1.8447 -0.9590 0.2424
N: 1.9176 -2.1837 0.9761
O: 2.3910 -2.1580 2.0943
O: 1.5649 -3.2057 0.4080
C: 2.8340 -0.0214 0.5195
H: 4.4562 2.4790 -1.9456
H: 5.4143 3.3424 -0.8003
H: 2.2993 2.0912 -2.0518
H: 0.5111 0.5459 -2.4812
H: -0.5659 -1.6742 1.0408
H: -0.6137 -3.2362 0.1992
H: -2.7716 -2.8024 -0.7240
H: -2.8945 -2.0346 0.8545
H: -3.8116 1.2955 -1.9360
H: -4.4994 3.3893 -0.9085
H: -4.1905 3.7570 1.5231
H: -3.1298 1.9598 2.8826
H: -2.9195 -1.0801 -2.8454
H: -1.9104 0.3135 -2.3919
H: -0.2785 -1.3037 -3.0643
H: -1.1918 -2.6487 -2.3887
H: 3.4871 -0.1837 1.3646

Forces on atoms 1 to 2 (eV/Å):
0.1 0.3 -0.2
-0.1 0.0 -0.1

As for the HOMO energy: -8.0 eV. The calculation puts the gap between HOMO and LUMO at 7.773 eV.

No. 4
This record from OMol25 describes 8 unconnected molecules or ions with the total composition C38H99N7O12. The level of theory is ωB97M-V/def2-TZVPD.

Element x y z (Å)
C: -4.8309 -2.8699 0.9741
O: -4.1294 -3.9381 1.6202
C: -3.5163 -4.7258 0.6251
C: -2.6835 -5.8417 1.3236
C: -1.7600 -5.3508 2.4195
N: -1.9330 -6.6428 0.3246
H: -5.8948 -3.0422 0.7396
H: -4.3218 -2.5801 0.0460
H: -4.8480 -2.0198 1.6295
H: -4.3491 -5.0298 -0.0653
H: -2.7889 -4.1889 0.0235
H: -3.3520 -6.5450 1.8274
H: -0.8329 -4.9019 1.9774
H: -1.4043 -6.0326 3.1862
H: -2.2797 -4.5796 2.9383
H: -2.6693 -7.1863 -0.1952
H: -1.2773 -6.1260 -0.2325
C: 0.9995 -2.4229 -3.3988
O: 2.3558 -2.4682 -2.8645
C: 3.2280 -1.4637 -3.3131
C: 4.5727 -1.6383 -2.6755
C: 5.4209 -0.3900 -2.6921
N: 5.2688 -2.7430 -3.4029
H: 0.9925 -2.6508 -4.5064
H: 0.5749 -1.4095 -3.2095
H: 0.4241 -3.1369 -2.8535
H: 3.3495 -1.4366 -4.4071
H: 2.7497 -0.5126 -3.0607
H: 4.3291 -1.8240 -1.5965
H: 4.9506 0.3793 -2.1233
H: 5.7123 -0.0126 -3.6756
H: 6.3845 -0.6656 -2.1849
H: 4.7406 -3.5931 -3.4190
H: 6.2083 -2.9452 -3.0470
C: 0.2615 1.6729 -4.4468
O: 0.5730 0.9677 -3.2204
C: 1.4654 1.7399 -2.3232
C: 0.7073 2.9327 -1.7535
C: 1.4662 3.3934 -0.5203
N: -0.6661 2.4314 -1.3451
H: -0.6792 1.3016 -4.9016
H: 1.0456 1.5442 -5.1694
H: 0.1307 2.7258 -4.1419
H: 1.6761 1.0395 -1.4933
H: 2.4101 2.0306 -2.7928
H: 0.6439 3.7177 -2.4980
H: 1.2637 4.4091 -0.2498
H: 2.5554 3.3202 -0.7536
H: 1.2960 2.6585 0.3129
H: -1.1906 3.1484 -0.8168
H: -1.2336 2.2657 -2.2194
C: 1.2761 -1.7635 3.9398
O: 2.0436 -1.5699 2.7839
C: 2.6688 -2.7781 2.3787
C: 3.4413 -2.4179 1.0862
N: 4.5229 -1.4651 1.2332
C: 5.8093 -2.1275 1.5934
C: 6.8605 -1.0879 1.7614
O: 6.5362 -0.2403 2.8265
C: 7.4112 0.8773 2.9888
H: 0.3131 -1.2095 3.8402
H: 1.7964 -1.3513 4.7975
H: 0.9911 -2.8579 4.0627
H: 1.8174 -3.4470 2.2789
H: 3.4630 -3.1672 3.0798
H: 2.6777 -2.0269 0.4355
H: 3.8508 -3.3427 0.6342
H: 4.3593 -0.7759 1.9551
H: 6.0669 -2.8350 0.7995
H: 5.7074 -2.7333 2.5459
H: 7.0399 -0.5226 0.8163
H: 7.8654 -1.5547 1.9505
H: 8.3549 0.4940 3.3607
H: 7.0137 1.4536 3.8239
H: 7.5184 1.5065 2.1387
C: 5.7126 3.9019 3.0485
O: 4.7626 2.8593 3.2100
C: 4.1514 2.4954 1.9431
C: 2.9744 1.6055 2.3278
N: 1.8508 2.4665 2.7820
C: 0.8627 1.7760 3.5841
C: -0.0391 2.8472 4.1256
O: 0.5965 3.7734 4.9300
C: 0.1318 3.7711 6.2436
H: 5.2708 4.7552 2.5670
H: 6.6809 3.7183 2.4776
H: 6.0409 4.1610 4.0494
H: 4.9112 2.0021 1.2600
H: 3.8718 3.4298 1.4431
H: 3.2915 0.9076 3.1109
H: 2.6610 0.9846 1.4909
H: 2.2531 3.1595 3.4127
H: 1.3697 1.1732 4.3669
H: 0.2217 1.1399 2.9764
H: -0.9244 2.4677 4.6261
H: -0.4443 3.4100 3.2688
H: -0.9805 4.0645 6.3448
H: 0.5132 4.6522 6.7506
H: 0.3155 2.8779 6.8641
C: -5.0764 6.0316 -0.8520
O: -5.3768 5.4023 0.3584
C: -4.1903 4.8439 0.8935
C: -4.6545 4.0503 2.1569
N: -3.8399 2.9280 2.5072
C: -4.0835 1.7276 1.7614
C: -3.1255 0.6004 2.1174
O: -3.3364 0.2417 3.4550
C: -2.6079 -0.8907 3.8273
H: -4.5074 5.2694 -1.4852
H: -4.4712 6.9497 -0.7718
H: -6.0138 6.2370 -1.3911
H: -3.4425 5.5924 1.2029
H: -3.8218 4.1493 0.1284
H: -5.7231 3.9087 1.9770
H: -4.6912 4.7027 3.0130
H: -3.7891 2.7229 3.5204
H: -3.9223 2.0508 0.6835
H: -5.1116 1.3726 1.8085
H: -2.1028 0.9639 1.9188
H: -3.2666 -0.2561 1.3908
H: -2.8411 -1.1733 4.8632
H: -1.5521 -0.7968 3.6622
H: -2.9932 -1.7129 3.2331
C: -4.2499 -2.0937 -8.4031
O: -3.9330 -1.9303 -7.0453
C: -2.7276 -1.2146 -6.8994
C: -2.2161 -1.2612 -5.4685
N: -3.0876 -0.3956 -4.7055
C: -2.5675 -0.3695 -3.3032
C: -3.5537 0.3759 -2.4492
O: -4.8548 -0.1842 -2.6419
C: -5.9154 0.3629 -1.8423
H: -3.4782 -2.7345 -8.8842
H: -4.3384 -1.2349 -9.0138
H: -5.2130 -2.6266 -8.4091
H: -2.8300 -0.1885 -7.2184
H: -1.9701 -1.6799 -7.6009
H: -1.2420 -0.7428 -5.3600
H: -2.1144 -2.3417 -5.1502
H: -4.0058 -0.8426 -4.5552
H: -1.6359 0.2226 -3.2048
H: -2.3175 -1.3914 -2.9949
H: -3.4904 1.4167 -2.7599
H: -3.3139 0.3703 -1.4019
H: -5.8871 0.1449 -0.7887
H: -6.7809 -0.2015 -2.2044
H: -6.0716 1.4447 -1.9812
C: -0.7686 -2.1453 0.6632
C: -0.0305 -0.9824 0.0869
O: -0.9061 -0.5481 -1.0066
H: -1.7146 -1.7512 1.0371
H: -0.1704 -2.6429 1.4225
H: -1.0019 -2.8926 -0.0924
H: 0.9666 -1.2055 -0.3100
H: 0.0747 -0.2980 0.9132
H: -0.6904 0.4252 -1.1203

Forces on atoms 1 to 2 (eV/Å):
0.0 0.1 0.0
-0.4 1.1 -0.7

As for the HOMO energy: -8.7 eV. The calculation puts the gap between HOMO and LUMO at 9.264 eV.